[1]
Below is the ion C4H12N3 with charge +1, with properties calculated with the ωB97M-V functional and the def2-TZVPD basis.

Values from the calculation:
E_HOMO = -13.65 eV
SMILES = [H]/N=C(/C)N(C)[NH2+]C
strongest force on any atom = 4.18 eV Å⁻¹
energy relative to the best compared isomer or geometry (same formula, charge and spin) = 4.979 eV
2S+1 = 1
total charge = +1

Each line ends with the natural charge from an NBO analysis.
Cartesian coordinates (Å):
C  1.344  -0.660  0.051  0.43
C  2.633  0.158  -0.015  -0.68
C  0.123  1.625  -0.024  -0.46
C  -2.099  -0.892  -0.623  -0.43
N  1.341  -1.899  0.028  -0.64
N  0.170  0.102  0.320  -0.28
N  -1.332  -0.551  0.627  -0.40
H  2.512  1.291  0.041  0.22
H  3.409  -0.036  0.769  0.28
H  3.040  -0.018  -1.080  0.27
H  0.968  1.994  -0.588  0.26
H  -0.722  2.008  -0.634  0.23
H  0.172  2.123  1.000  0.23
H  -3.080  -1.233  -0.414  0.25
H  -2.250  0.176  -1.113  0.23
H  -1.569  -1.439  -1.382  0.26
H  0.482  -2.405  0.195  0.33
H  -1.226  -1.321  1.354  0.46
H  -1.771  0.301  1.028  0.45


[2]
Below is a cluster of 12 separate species, C24H70O12 in total, with properties calculated with the ωB97M-V functional and the def2-TZVPD basis.

Values from the calculation:
E_HOMO = -0.02 eV
strongest force on any atom = 2.83 eV Å⁻¹
energy relative to the best compared isomer or geometry (same formula, charge and spin) = 2.610 eV
2S+1 = 1
total charge = -2

Each line ends with the Löwdin charge.
Cartesian coordinates (Å):
C  1.073  -0.486  -0.061  -0.12
C  -0.390  -0.725  -0.472  -0.43
O  -1.197  -1.409  0.470  -0.32
H  1.081  -0.002  0.915  0.05
H  1.536  0.129  -0.833  0.03
H  1.654  -1.390  0.123  0.04
H  -0.449  -1.192  -1.455  0.09
H  -0.856  0.256  -0.560  0.07
C  -3.096  -3.658  -2.215  -0.12
C  -4.397  -3.139  -2.837  -0.57
O  -5.285  -2.581  -1.953  -0.37
H  -3.345  -4.451  -1.509  0.06
H  -2.500  -2.866  -1.762  0.04
H  -2.468  -4.014  -3.031  0.04
H  -4.896  -3.912  -3.422  0.05
H  -4.128  -2.447  -3.634  0.05
C  1.983  -2.882  4.160  -0.09
C  1.581  -2.634  2.702  -0.33
O  0.380  -1.960  2.830  -0.08
H  2.757  -3.613  4.394  0.06
H  1.193  -3.248  4.815  0.06
H  2.307  -1.937  4.596  0.05
H  1.505  -3.638  2.285  0.10
H  2.335  -2.087  2.136  0.09
H  0.006  -1.897  1.948  0.03
C  -1.806  -2.191  5.695  -0.10
C  -2.495  -1.193  4.785  -0.31
O  -2.511  -1.741  3.474  -0.06
H  -0.800  -2.423  5.345  0.04
H  -2.352  -3.126  5.820  0.07
H  -1.615  -1.799  6.694  0.06
H  -1.873  -0.297  4.792  0.10
H  -3.519  -0.962  5.077  0.11
H  -1.625  -1.613  3.128  0.03
C  3.937  0.360  2.636  -0.07
C  4.111  1.810  3.122  -0.31
O  4.888  2.564  2.196  -0.09
H  3.460  0.222  1.665  0.05
H  3.238  -0.194  3.263  0.06
H  4.846  -0.241  2.637  0.07
H  4.608  1.811  4.092  0.10
H  3.130  2.259  3.278  0.10
H  5.095  3.393  2.633  0.07
C  1.061  -5.805  -0.357  -0.09
C  0.776  -4.322  -0.637  -0.34
O  -0.592  -4.190  -0.426  -0.08
H  0.666  -6.085  0.620  0.07
H  2.140  -5.960  -0.325  0.05
H  0.569  -6.445  -1.089  0.07
H  1.022  -3.937  -1.627  0.10
H  1.372  -3.739  0.065  0.07
H  -0.760  -3.257  -0.274  0.03
C  -4.480  1.854  -2.941  -0.11
C  -4.070  0.811  -1.938  -0.31
O  -5.230  0.125  -1.430  -0.10
H  -3.633  2.370  -3.394  0.04
H  -5.013  2.660  -2.438  0.06
H  -5.025  1.393  -3.765  0.07
H  -3.564  1.311  -1.113  0.08
H  -3.372  0.063  -2.315  0.11
H  -5.399  -0.739  -1.811  0.01
C  -2.981  2.629  3.317  -0.07
C  -2.037  1.881  2.309  -0.33
O  -2.763  0.831  1.742  -0.05
H  -3.128  1.876  4.091  0.05
H  -3.919  2.972  2.880  0.07
H  -2.538  3.472  3.847  0.05
H  -1.175  1.480  2.843  0.10
H  -1.615  2.624  1.633  0.07
H  -2.126  0.343  1.215  0.04
C  4.250  -1.268  -4.053  -0.10
C  3.383  -1.817  -2.912  -0.33
O  3.229  -3.193  -3.142  -0.07
H  3.766  -1.604  -4.970  0.07
H  5.273  -1.643  -4.030  0.06
H  4.235  -0.195  -4.241  0.05
H  2.410  -1.331  -2.987  0.10
H  3.786  -1.515  -1.946  0.11
H  4.034  -3.647  -2.883  0.08
C  1.711  1.643  -3.203  -0.08
C  1.767  2.868  -4.065  -0.32
O  0.790  2.696  -5.098  -0.09
H  2.029  0.775  -3.780  0.06
H  0.744  1.553  -2.707  0.08
H  2.448  1.701  -2.401  0.07
H  2.744  3.057  -4.510  0.10
H  1.500  3.803  -3.574  0.09
H  0.530  3.523  -5.512  0.07
C  1.499  2.809  0.628  -0.06
C  2.162  4.018  -0.027  -0.29
O  1.146  4.963  -0.115  -0.09
H  2.309  2.095  0.774  0.06
H  0.770  2.278  0.017  0.06
H  0.976  3.026  1.559  0.09
H  2.593  3.897  -1.020  0.11
H  2.949  4.377  0.636  0.10
H  1.566  5.717  -0.534  0.10
C  -1.458  4.088  -2.224  -0.10
C  -1.885  3.701  -0.841  -0.33
O  -1.537  4.806  -0.051  -0.09
H  -1.215  3.237  -2.860  0.06
H  -0.651  4.814  -2.332  0.06
H  -2.315  4.579  -2.684  0.07
H  -1.289  2.826  -0.584  0.08
H  -2.950  3.473  -0.818  0.11
H  -0.583  4.818  -0.153  0.01